Record 1
{
  "formula": "C19H17FN6O2",
  "method": "ωB97M-V with the def2-TZVPD basis set",
  "species": ["O", "C", "N", "C", "C", "C", "C", "C", "C", "H", "H", "F", "H", "H", "H", "C", "H", "H", "C", "C", "N", "N", "C", "C", "C", "C", "N", "N", "N", "H", "C", "C", "C", "C", "C", "O", "H", "H", "H", "H", "H", "H", "H", "H", "H"],
  "coordinates": [[1.4291, -3.9577, 0.5638], [0.6769, -3.0220, 0.7402], [-0.6724, -3.0605, 0.6365], [-1.4899, -4.1334, 0.2898], [-2.8563, -3.8770, 0.1586], [-3.7316, -4.8907, -0.1751], [-3.2308, -6.1646, -0.3769], [-1.8830, -6.4433, -0.2528], [-1.0098, -5.4250, 0.0818], [0.0441, -5.6226, 0.1818], [-1.5257, -7.4477, -0.4165], [-4.0855, -7.1626, -0.7050], [-4.7890, -4.7059, -0.2795], [-3.2237, -2.8743, 0.3199], [-1.1643, -2.1666, 0.7516], [1.2018, -1.6376, 1.1240], [2.2700, -1.7505, 1.3122], [0.7158, -1.3104, 2.0447], [0.9960, -0.5875, 0.0228], [-0.3274, 0.0819, 0.0796], [-1.4668, -0.4068, 0.5212], [-2.4256, 0.5087, 0.4242], [-1.8822, 1.5943, -0.0831], [-2.3861, 2.8751, -0.3978], [-1.5132, 3.7806, -0.9029], [-0.1344, 3.4196, -1.1033], [0.3420, 2.2332, -0.8118], [-0.5364, 1.3609, -0.3187], [0.7092, 4.3183, -1.6678], [0.4291, 5.2859, -1.6268], [2.1354, 4.0570, -1.7132], [2.7552, 4.0776, -0.3521], [3.3709, 3.1076, 0.3804], [3.7132, 3.7031, 1.6196], [3.2727, 4.9866, 1.5501], [2.6906, 5.2253, 0.3619], [3.3098, 5.7986, 2.2485], [4.2134, 3.2361, 2.4424], [3.5647, 2.1017, 0.0714], [2.2847, 3.0671, -2.1474], [2.5894, 4.8154, -2.3557], [-1.8267, 4.7786, -1.1658], [-3.4276, 3.0888, -0.2256], [1.7487, 0.2004, 0.1090], [1.1258, -1.0558, -0.9582]],
  "forces_ev_per_a": [[0.25, -0.28, -0.08], [-0.06, 0.44, 0.24], [-0.10, 0.30, 0.09], [-0.14, -0.44, -0.14], [0.21, -0.06, 0.01], [0.01, -0.27, -0.05], [0.11, 0.06, 0.02], [-0.42, -0.01, -0.06], [0.13, 0.10, 0.04], [0.02, 0.00, 0.00], [0.02, -0.11, -0.02], [0.03, 0.05, 0.02], [-0.10, 0.00, -0.01], [-0.06, 0.12, 0.02], [0.14, -0.21, 0.04], [0.14, -0.10, -0.10], [-0.13, -0.07, 0.00], [0.04, 0.03, 0.03], [0.08, -0.02, 0.05], [0.25, 0.24, -0.14], [0.56, -0.26, 0.05], [-0.93, 0.72, -0.03], [0.57, -0.47, 0.02], [0.31, 0.44, -0.19], [-0.44, -0.20, 0.23], [-0.18, -0.88, 0.24], [0.80, 0.68, -0.45], [-1.36, -0.24, 0.36], [0.05, 0.45, -0.25], [-0.01, -0.13, 0.01], [0.09, 0.15, 0.31], [0.32, -0.89, -0.11], [-0.24, 0.47, -0.48], [-0.10, 0.54, 0.13], [0.39, -0.51, 0.60], [-0.24, 0.29, -0.41], [-0.04, 0.17, 0.03], [0.10, -0.02, 0.22], [-0.03, -0.23, -0.14], [0.12, 0.15, 0.00], [-0.04, -0.13, -0.01], [-0.08, 0.09, -0.03], [-0.10, 0.07, -0.01], [-0.01, -0.09, -0.05], [0.08, 0.08, 0.00]],
  "mulliken_charge": [-0.67, 0.69, 0.00, 0.30, -0.46, -0.67, 0.34, -0.62, -0.25, 0.50, 0.42, -0.34, 0.43, 0.39, 0.32, -1.16, 0.34, 0.43, 0.34, 0.50, 0.03, -1.29, 0.59, -0.68, -0.40, 0.42, -1.17, 0.70, -0.24, 0.27, -0.78, 0.49, -0.38, -0.46, -0.50, -0.37, 0.46, 0.42, 0.51, 0.30, 0.37, 0.35, 0.47, -0.22, 0.27],
  "gap_ha": 0.2865,
  "largest_force_ev_per_a": 1.4,
  "e_above_lowest_kcal_mol": 0.0
}



Record 2
{
  "formula": "C47H53I2N8O3PY",
  "method": "ωB97M-V with the def2-TZVPD basis set",
  "species": ["Y", "C", "O", "C", "N", "C", "C", "C", "C", "C", "C", "C", "C", "C", "C", "C", "C", "N", "C", "N", "C", "C", "O", "C", "C", "C", "C", "C", "C", "H", "H", "H", "H", "H", "H", "H", "H", "H", "H", "H", "H", "H", "H", "H", "H", "H", "H", "H", "I", "C", "C", "C", "I", "C", "C", "C", "C", "N", "C", "C", "O", "H", "H", "H", "H", "N", "P", "N", "C", "C", "C", "C", "C", "N", "C", "C", "C", "C", "C", "N", "C", "C", "C", "C", "C", "H", "H", "H", "H", "H", "H", "H", "H", "H", "H", "H", "H", "H", "H", "H", "H", "H", "H", "H", "H", "H", "H", "H", "H", "H", "H", "H", "H", "H", "H"],
  "coordinates": [[-0.3168, 0.3391, -0.9467], [-3.6833, -3.2030, -2.5813], [-4.3724, -2.0544, -2.0926], [-3.4404, -1.1879, -1.7016], [-2.2146, -1.5434, -1.7563], [-2.1931, -2.9193, -2.2309], [-1.2770, -3.1302, -3.4096], [-0.6922, -2.0679, -4.0864], [0.1518, -2.3096, -5.1577], [0.3912, -3.6072, -5.5786], [-0.2037, -4.6681, -4.9161], [-1.0178, -4.4298, -3.8257], [-3.8723, 0.1215, -1.2275], [-5.1830, 0.3574, -0.8232], [-5.5113, 1.6316, -0.3863], [-4.5360, 2.6163, -0.4051], [-3.2520, 2.2762, -0.8210], [-2.9158, 1.0475, -1.2108], [-2.1589, 3.2425, -0.8764], [-0.9340, 2.9033, -1.0170], [-0.1447, 4.1287, -1.0431], [-1.2253, 5.2463, -0.9430], [-2.4554, 4.5339, -0.8010], [0.7200, 4.2896, -2.2714], [1.5391, 5.4127, -2.3380], [2.3638, 5.6139, -3.4291], [2.3951, 4.6781, -4.4503], [1.5805, 3.5601, -4.3858], [0.7226, 3.3751, -3.3125], [-3.8455, -3.2799, -3.6620], [-4.0912, -4.0879, -2.0934], [-1.8738, -3.5569, -1.3940], [-0.9043, -1.0436, -3.7876], [0.6244, -1.4802, -5.6628], [1.0240, -3.7875, -6.4337], [-0.0334, -5.6794, -5.2514], [-1.4730, -5.2588, -3.3065], [-5.9055, -0.4441, -0.8519], [-6.5118, 1.8527, -0.0506], [-4.7449, 3.6278, -0.0990], [0.5167, 4.1293, -0.1668], [-1.2846, 5.8467, -1.8556], [-1.1149, 5.9092, -0.0833], [1.5390, 6.1184, -1.5214], [2.9965, 6.4876, -3.4693], [3.0650, 4.8123, -5.2866], [1.6070, 2.8277, -5.1801], [0.0708, 2.5058, -3.2783], [4.1416, 2.9713, -1.5692], [3.8554, 0.9793, -2.1690], [4.8779, 0.2477, -2.7598], [4.7097, -1.0913, -3.0249], [6.3018, -2.1401, -3.9479], [3.5243, -1.7587, -2.6614], [3.3182, -3.1484, -2.7430], [2.1593, -3.6842, -2.2496], [1.1739, -2.8369, -1.7366], [1.2941, -1.5263, -1.7008], [2.4629, -0.9802, -2.1178], [2.6004, 0.4341, -1.9123], [1.6085, 1.1436, -1.4772], [5.8136, 0.7305, -3.0010], [4.0839, -3.7893, -3.1551], [1.9982, -4.7495, -2.2474], [0.2651, -3.2504, -1.3233], [-0.6425, -0.1009, 0.9820], [-0.0372, -0.1006, 2.4042], [1.0414, 1.1543, 2.7841], [2.1603, 1.2625, 1.8487], [3.1084, 2.3682, 2.2976], [3.7599, 2.0270, 3.6444], [2.8427, 1.1287, 4.4784], [1.3878, 1.4601, 4.1685], [-1.2062, 0.1302, 3.6308], [-2.2440, -0.8918, 3.5755], [-3.3984, -0.4571, 2.6771], [-4.1328, 0.7226, 3.3167], [-3.1561, 1.5534, 4.1564], [-1.7451, 1.4947, 3.5877], [0.6689, -1.5783, 2.8170], [1.0214, -2.0267, 4.1458], [0.4423, -3.4183, 4.4148], [0.8541, -4.4030, 3.3231], [0.4611, -3.8505, 1.9554], [1.1119, -2.4790, 1.7802], [1.7419, 1.4912, 0.8551], [2.7143, 0.3104, 1.7716], [2.5352, 3.2930, 2.3780], [3.8760, 2.5217, 1.5400], [3.9549, 2.9542, 4.1838], [4.7147, 1.5249, 3.4848], [3.0392, 1.2746, 5.5416], [3.0277, 0.0783, 4.2496], [1.2314, 2.5340, 4.3378], [0.7200, 0.9032, 4.8268], [-2.6056, -1.0890, 4.5927], [-1.7873, -1.8020, 3.1795], [-4.0791, -1.2905, 2.5047], [-2.9611, -0.1662, 1.7177], [-4.9340, 0.3589, 3.9612], [-4.5877, 1.3405, 2.5390], [-3.1300, 1.1838, 5.1821], [-3.4773, 2.5938, 4.1937], [-1.0921, 2.1409, 4.1795], [-1.7460, 1.8680, 2.5511], [0.6299, -1.3137, 4.8720], [2.1166, -2.0750, 4.2447], [-0.6461, -3.3533, 4.4483], [0.7930, -3.7680, 5.3860], [0.3782, -5.3693, 3.4952], [1.9367, -4.5488, 3.3496], [-0.6248, -3.7433, 1.8895], [0.7954, -4.5205, 1.1618], [0.8492, -2.0254, 0.8159], [2.2052, -2.6049, 1.8337]],
  "forces_ev_per_a": [[-1.07, -0.07, -1.41], [0.41, -0.61, -0.28], [-0.51, 0.53, 0.31], [0.79, -0.55, -0.12], [0.00, 0.71, 0.17], [-0.18, -0.41, -0.17], [0.01, 0.07, 0.02], [-0.21, 0.03, -0.03], [0.04, 0.06, -0.02], [0.03, 0.05, -0.08], [0.05, -0.05, -0.06], [-0.09, 0.13, -0.05], [-0.36, 0.45, 0.19], [0.22, 0.10, -0.05], [0.19, -0.10, -0.12], [0.20, -0.06, -0.04], [-0.59, -0.34, 0.05], [0.01, -0.04, 0.13], [0.89, 0.13, -0.13], [-0.42, -0.56, 0.07], [0.25, 0.46, 0.01], [0.62, 0.45, -0.07], [-0.74, -0.32, 0.19], [-0.08, -0.05, 0.04], [-0.09, -0.19, -0.13], [-0.02, 0.05, 0.02], [0.01, -0.06, -0.05], [-0.06, -0.01, -0.14], [-0.04, 0.02, 0.10], [0.02, 0.08, 0.19], [0.04, 0.08, 0.00], [-0.03, 0.05, -0.16], [0.04, -0.16, -0.03], [0.01, 0.06, -0.09], [0.10, -0.03, -0.05], [0.04, -0.11, -0.01], [-0.06, -0.17, 0.13], [-0.03, -0.01, -0.01], [-0.09, 0.05, 0.03], [-0.03, 0.12, 0.03], [-0.13, 0.00, -0.07], [0.03, -0.12, 0.13], [0.03, -0.12, -0.06], [0.03, 0.16, 0.14], [0.06, 0.07, -0.02], [0.02, 0.01, -0.07], [0.00, -0.03, -0.07], [0.13, 0.15, -0.02], [0.18, -0.39, -0.22], [-0.73, 0.52, 0.40], [0.32, -0.65, -0.21], [0.72, 0.11, -0.27], [-0.33, 0.25, 0.21], [-0.30, 0.24, 0.13], [-0.27, -0.06, 0.15], [0.13, -0.02, -0.07], [0.00, 0.17, 0.16], [-0.30, -0.04, 0.26], [0.44, 0.19, -0.16], [1.02, 0.03, -0.39], [-0.42, -0.03, 0.26], [0.03, 0.03, 0.01], [0.07, 0.02, -0.02], [-0.05, -0.12, -0.03], [-0.02, -0.02, 0.02], [0.68, -0.09, 0.72], [0.12, -0.01, 2.01], [-0.65, -0.61, -0.60], [-0.05, 0.23, -0.46], [0.05, -0.20, -0.09], [-0.06, -0.04, -0.03], [-0.04, 0.15, -0.02], [0.05, -0.07, 0.45], [0.82, -0.04, -0.56], [-0.34, -0.39, -0.11], [-0.04, -0.02, 0.05], [0.04, -0.05, 0.06], [0.07, 0.01, -0.13], [-0.05, 0.47, 0.19], [-0.38, 0.73, -0.63], [-0.17, 0.00, 0.37], [0.24, 0.05, -0.05], [-0.33, 0.04, -0.03], [0.36, 0.11, 0.02], [-0.25, -0.18, -0.53], [0.38, -0.05, 0.26], [-0.01, 0.07, -0.06], [-0.02, 0.08, -0.03], [-0.08, 0.05, -0.06], [0.12, -0.01, 0.04], [0.06, 0.07, 0.01], [-0.04, -0.09, 0.02], [-0.01, -0.06, 0.03], [-0.06, -0.09, 0.12], [0.01, 0.19, 0.01], [0.03, -0.15, -0.12], [-0.14, -0.03, 0.19], [-0.05, -0.08, -0.05], [-0.08, -0.08, 0.01], [-0.10, 0.03, -0.04], [-0.06, 0.04, 0.02], [-0.02, 0.03, 0.06], [0.02, 0.05, 0.10], [-0.06, 0.05, -0.17], [-0.06, 0.11, 0.10], [0.12, -0.04, 0.04], [-0.05, 0.07, 0.05], [-0.07, 0.01, 0.07], [-0.05, 0.00, 0.09], [0.09, -0.06, 0.03], [0.06, -0.07, 0.01], [-0.06, -0.01, -0.05], [-0.02, -0.08, -0.08], [0.19, -0.27, 0.27], [-0.03, 0.09, -0.10]],
  "mulliken_charge": [0.50, -0.50, -0.48, -0.09, 0.30, -0.25, 0.11, 0.04, -0.86, -0.62, -0.83, -0.42, 0.37, -0.70, -0.72, -0.63, 0.23, -0.16, -0.19, 0.74, -0.05, -0.50, -0.47, 0.04, -0.37, -0.72, -0.51, -0.67, 0.08, 0.33, 0.37, 0.61, 0.49, 0.47, 0.45, 0.44, 0.46, 0.55, 0.47, 0.55, 0.23, 0.35, 0.35, 0.43, 0.39, 0.41, 0.42, 0.24, 0.03, 0.09, -0.07, -0.35, 0.06, 1.31, -1.08, -2.08, -0.59, 0.74, -0.53, -0.48, 0.26, 0.43, 0.26, 0.57, 1.17, -0.23, -0.01, 0.29, 0.62, -0.67, -0.90, -0.66, -0.78, 0.09, -0.67, 0.45, -0.61, -1.13, -0.20, 1.07, -0.72, -0.63, -1.03, -0.54, 1.01, -0.66, 0.12, 0.29, 0.22, 0.30, 0.39, 0.48, -0.01, 0.36, 0.73, 0.36, 0.03, 0.66, -0.64, 0.33, 0.18, 0.35, 0.48, 0.29, 0.01, 0.27, 0.37, 0.23, 0.45, 0.44, 0.33, 0.25, 0.37, -1.53, 0.35],
  "gap_ha": 0.2350,
  "total_charge": 1,
  "largest_force_ev_per_a": 2.0,
  "e_above_lowest_kcal_mol": 19.0
}



Record 3
{
  "formula": "C7H6O3",
  "method": "ωB97M-V with the def2-TZVPD basis set",
  "species": ["C", "C", "C", "C", "C", "C", "C", "H", "H", "H", "H", "H", "H", "O", "O", "O"],
  "coordinates": [[0.8165, 1.0276, 0.0885], [2.0638, 0.4704, -0.0960], [2.1844, -0.9885, -0.1349], [0.9456, -1.7534, -0.0482], [-0.2804, -1.1270, 0.0541], [-0.3387, 0.2160, 0.1347], [-1.6817, 0.9244, 0.2347], [-0.0295, 2.5418, -0.1363], [2.8852, 0.9475, -0.0605], [3.0156, -1.5374, -0.1463], [0.8651, -2.6625, 0.0412], [-1.4476, -2.6718, -0.1027], [-1.7857, 1.4491, 1.0910], [0.8098, 2.3916, 0.0303], [-1.4046, -1.8791, 0.1640], [-2.6251, 0.6520, -0.4548]],
  "forces_ev_per_a": [[1.42, -1.24, -0.80], [-4.54, -7.27, 0.39], [-7.05, 2.72, 0.62], [2.77, 10.21, -0.83], [0.73, -2.08, -0.36], [-1.11, 3.70, -0.31], [0.87, -3.68, -1.98], [-6.43, 2.46, -1.30], [5.57, 3.96, -0.06], [3.57, -1.53, -0.21], [0.20, -9.65, 0.60], [0.44, -9.25, -3.36], [-0.49, 2.75, 2.95], [4.92, -1.78, 1.54], [-0.64, 10.27, 3.61], [-0.23, 0.41, -0.50]],
  "mulliken_charge": [0.44, -0.79, -0.72, -0.88, 0.39, 0.59, -0.54, 0.29, 0.62, 0.51, 0.73, 0.26, 0.53, -0.53, -0.45, -0.44],
  "gap_ha": 0.3346,
  "largest_force_ev_per_a": 10.9,
  "e_above_lowest_kcal_mol": 81.7
}



Record 4
{
  "formula": "C9H9NS2",
  "method": "ωB97M-V with the def2-TZVPD basis set",
  "species": ["C", "C", "C", "C", "C", "C", "C", "C", "C", "N", "S", "S", "H", "H", "H", "H", "H", "H", "H", "H", "H"],
  "coordinates": [[1.5741, -1.5843, 2.0388], [1.5460, -1.9043, 0.6438], [0.6071, -0.7044, 2.5339], [0.4681, -1.7189, -0.0948], [-0.4786, -0.2401, 1.7800], [-0.6767, -0.7750, 0.3915], [-1.4238, 0.5621, 2.2987], [-0.9486, 0.3739, -0.4885], [-0.2757, 2.4620, -1.2732], [-0.0634, 1.3064, -0.4881], [-2.5329, 1.1589, 3.2082], [-2.3382, -1.7734, 0.3748], [2.5422, -1.7333, 2.5008], [2.1472, -2.7467, 0.3662], [0.5196, -0.6037, 3.5852], [0.5344, -1.8213, -1.1585], [-1.5812, 0.2153, -1.3409], [-0.9701, 2.2283, -2.2243], [-0.6306, 3.2255, -0.4698], [0.6869, 2.7914, -1.5394], [-1.7047, -2.5976, 1.2746]],
  "forces_ev_per_a": [[-0.93, 2.97, 0.29], [-0.73, -2.07, 0.99], [2.37, -2.62, 0.37], [-1.45, 3.02, -0.45], [-1.58, 0.37, -0.73], [-0.62, -1.36, 0.10], [0.66, -1.09, 1.00], [3.29, 0.96, -1.68], [-2.13, 0.23, -0.18], [-1.86, -1.48, 1.22], [0.30, 0.23, -0.64], [1.72, -0.37, 0.70], [-0.50, -0.41, 0.82], [1.16, 0.26, -0.69], [0.44, 0.72, 0.94], [-0.45, -0.75, -0.46], [-1.11, 0.32, -0.31], [1.21, 1.09, 2.06], [0.00, -0.87, -1.92], [1.07, 0.71, -0.92], [-0.87, 0.17, -0.50]],
  "mulliken_charge": [-0.54, -0.50, -0.37, -0.66, 0.88, 1.09, -0.52, -0.85, -0.72, -0.18, -0.30, -0.24, 0.34, 0.39, 0.39, 0.40, 0.40, 0.28, 0.24, 0.30, 0.16],
  "gap_ha": 0.2528,
  "largest_force_ev_per_a": 3.8,
  "e_above_lowest_kcal_mol": 62.9
}